No. 1
A single C2H5NOS molecule. Source: the Open Molecules 2025 dataset; level of theory: ωB97M-V/def2-TZVPD.

The geometry in ORCA input format:
```
! wB97M-V def2-TZVPD RIJCOSX def2/J DEFGRID3
* xyz 0 3
O -2.1749 0.9105 0.2091
C 0.1414 0.5560 0.1787
N -1.0889 0.3974 -0.5509
H -0.0356 0.4928 1.3696
H 0.7397 -0.9344 -1.2166
C 1.0644 -0.6151 -0.1551
S -2.1828 -0.7277 0.1203
H 0.4046 1.5827 -0.2046
H 1.0034 -1.5311 0.5542
H 2.1288 -0.1311 -0.3047
*
```

## Properties
Orbital gap (alpha / beta) (eV): 7.594 / 7.793

***

No. 2
5 unconnected molecules or ions with the total composition C4H15NO3. Source: the Open Molecules 2025 dataset; level of theory: ωB97M-V/def2-TZVPD.

The geometry in ORCA input format:
```
! wB97M-V def2-TZVPD RIJCOSX def2/J DEFGRID3
* xyz 0 1
H -0.2360 -0.9510 -0.9499
H 1.2524 -2.3917 0.1579
H -2.9176 -1.3188 0.0057
C 0.7848 -0.7292 -1.1542
H 1.8718 1.0600 -1.4636
N 1.2964 -0.5553 1.0707
H 2.2234 1.3631 0.9076
C 1.0024 0.7830 -0.8576
H 0.1763 1.4199 -1.1376
O -1.5272 0.8259 1.8229
C 1.2908 0.8634 0.6582
H -2.6053 1.9040 -1.0723
H -1.7544 1.2101 0.9498
H -2.1034 0.3649 -0.7453
O -2.0686 -1.0369 -0.3532
H 2.6801 -1.4326 -0.2990
H 0.4287 1.3625 1.0928
O -1.8409 1.3563 -0.8867
H 1.0770 -1.0063 -2.1635
H -1.8387 -0.0840 1.7691
H 1.8276 -0.7938 1.8775
H -0.6234 -0.8233 0.8649
C 1.6038 -1.3900 -0.0939
*
```

## Properties
Orbital gap (eV): 9.175

***

No. 3
A single C3H6ClN3O molecule. Source: the Open Molecules 2025 dataset; level of theory: ωB97M-V/def2-TZVPD.

The geometry in ORCA input format:
```
! wB97M-V def2-TZVPD RIJCOSX def2/J DEFGRID3
* xyz 0 1
C 1.1133 0.2663 -1.4638
H -0.6712 1.6100 0.0326
C -1.2257 0.1746 1.3896
H 0.8227 1.3245 -1.7153
H 3.2564 -1.5961 -1.3697
H -1.4626 -0.8376 1.9052
N 2.2984 -1.5892 -1.8762
Cl -2.2180 1.3692 2.0628
H 1.1750 -1.8432 -0.6537
H 2.4738 -2.0728 -2.7594
N 2.0694 -0.2367 -2.1439
C -0.6258 0.5877 0.2704
N 0.1859 -0.2571 -0.5421
O 0.5832 -1.4316 0.0314
*
```

## Properties
Orbital gap (eV): 8.883
SMILES: N/N=C\N(O)/C=C/Cl

***

No. 4
A molecular structure, C2H8N5. Source: the Open Molecules 2025 dataset; level of theory: ωB97M-V/def2-TZVPD.

The geometry in ORCA input format:
```
! wB97M-V def2-TZVPD RIJCOSX def2/J DEFGRID3
* xyz 1 1
N 0.2707 0.8500 -1.8846
H -0.4012 1.8851 -0.3444
H -3.0419 0.3645 -0.9392
H -2.4012 -1.1059 -0.4369
H 2.3122 -2.0003 1.3243
N 0.8660 0.5389 0.3373
N -2.4620 -0.1181 -0.2621
C -0.0191 1.0018 -0.6178
H 3.0559 -0.4525 1.3955
H -1.2125 0.2729 -0.2455
H 1.7156 -0.7186 2.2556
N 1.2468 -0.6373 0.3621
C 2.1531 -0.9774 1.3688
N 0.6221 0.8050 -2.9369
H -2.7046 0.2918 0.6238
*
```

## Properties
Orbital gap (eV): 8.673

***

No. 5
A single C2H5N3S2 molecule. Source: the Open Molecules 2025 dataset; level of theory: ωB97M-V/def2-TZVPD.

The geometry in ORCA input format:
```
! wB97M-V def2-TZVPD RIJCOSX def2/J DEFGRID3
* xyz 0 1
H -1.8187 1.4684 -0.3766
H 1.2295 -1.3643 -0.4499
S 3.2804 -0.1117 -0.1577
H -2.9131 -1.2058 0.0571
N -0.6064 -0.1189 0.1128
S 0.7931 2.1510 -0.0830
C -1.9005 0.4188 -0.1164
H 3.4142 0.0154 1.1545
N 1.5439 -0.4313 -0.1916
C 0.5623 0.5083 -0.0484
H -0.5786 -1.1243 0.2620
N -3.0062 -0.2057 -0.1629
*
```

## Properties
Orbital gap (eV): 8.912
SMILES: [H]/N=C\NC(=S)NS

***

No. 6
2 unconnected molecules or ions with the total composition C4H8O. Source: the Open Molecules 2025 dataset; level of theory: ωB97M-V/def2-TZVPD.

The geometry in ORCA input format:
```
! wB97M-V def2-TZVPD RIJCOSX def2/J DEFGRID3
* xyz 0 1
H 0.4556 0.6192 -2.2777
H 1.6781 1.3550 0.8245
H 1.8845 -0.4660 1.3159
C 1.2084 0.3409 0.9797
C 0.1474 0.3496 1.9319
H -1.4284 -1.1144 -2.2124
H -1.3901 -1.0616 -0.3747
H 0.9002 -0.3070 -0.7110
C 0.1927 -0.1640 -1.5146
H -1.9202 0.3190 -1.3735
H 0.4470 -0.2462 2.7576
O -0.9569 0.8393 1.9284
C -1.2182 -0.4637 -1.2741
*
```

## Properties
Orbital gap (alpha / beta) (eV): 9.309 / 7.057

***

No. 7
A molecular structure, C3H9N3O2. Source: the Open Molecules 2025 dataset; level of theory: ωB97M-V/def2-TZVPD.

The geometry in ORCA input format:
```
! wB97M-V def2-TZVPD RIJCOSX def2/J DEFGRID3
* xyz 0 1
H 1.8862 0.4918 -1.3893
H 0.1732 -0.4423 1.5859
H 1.7845 1.2476 0.1443
H -2.9277 0.5813 0.3667
N -1.9527 0.1195 0.2379
H 1.0332 2.1186 -1.2640
C 1.0591 -1.0852 1.0118
N 0.1981 0.3205 -0.5948
N -2.0799 -0.8679 -0.7225
O 0.8112 -0.9648 -0.4453
O -0.6100 1.9274 0.7391
H -1.1703 -0.5143 -1.6234
C -0.7796 0.8285 0.1682
C 1.3608 1.1837 -0.8371
H 2.1142 -0.9388 1.4883
H 0.8498 -2.1966 1.2379
H -1.7503 -1.8091 -0.1039
*
```

## Properties
Orbital gap (eV): 10.049

***

No. 8
4 unconnected molecules or ions with the total composition C2H6N2S. Source: the Open Molecules 2025 dataset; level of theory: ωB97M-V/def2-TZVPD.

The geometry in ORCA input format:
```
! wB97M-V def2-TZVPD RIJCOSX def2/J DEFGRID3
* xyz 0 1
H -1.7639 -0.4825 0.9255
H -1.2368 1.2196 -0.3970
C 0.9734 -0.1421 -0.0067
H 0.0821 -1.9393 0.0755
H 1.3865 1.9563 -1.2015
S 2.5145 -0.5868 -0.0614
H -1.8961 -1.4704 -0.6358
H 0.8407 1.6211 1.5060
C 0.4765 1.3564 -0.0638
N -0.0344 -0.9836 0.0085
N -1.3425 -0.5488 -0.1493
*
```

## Properties
Orbital gap (eV): 7.897

***

| no. | DFT total energy (hartree) |
| --- | --- |
| 1 | -607.1462 |
| 2 | -441.7258 |
| 3 | -817.4694 |
| 4 | -354.3717 |
| 5 | -1039.8244 |
| 6 | -232.2588 |
| 7 | -434.2421 |
| 8 | -587.1707 |